No. 1
{
  "formula": "C11H17N2",
  "method": "wB97M-V/def2-TZVPD",
  "species": ["N", "N", "C", "C", "C", "C", "C", "C", "C", "C", "C", "C", "C", "H", "H", "H", "H", "H", "H", "H", "H", "H", "H", "H", "H", "H", "H", "H", "H", "H"],
  "coordinates": [[0.686, 1.270, -1.623], [0.750, 3.688, -1.844], [-0.388, -1.379, 0.213], [-0.305, 0.650, -1.008], [-1.047, -0.447, -0.600], [1.587, -0.001, 0.463], [-1.219, -2.542, 0.646], [0.931, -1.187, 0.544], [1.540, 4.613, -2.211], [-0.811, -1.825, 3.050], [-1.864, -2.187, 2.002], [0.929, 1.169, -0.142], [1.540, 0.928, -2.725], [1.523, 5.633, -2.162], [1.098, 2.174, 0.291], [1.258, -2.109, 1.012], [2.374, 1.650, -2.652], [2.521, 4.183, -2.540], [-0.547, -3.474, 0.878], [2.564, 0.018, 0.986], [-2.579, -3.012, 2.573], [-2.094, -0.538, -0.881], [0.972, 1.133, -3.614], [2.026, -0.103, -2.419], [-1.120, -1.596, 4.037], [-0.082, 3.946, -1.258], [-0.062, -2.718, 2.948], [-2.496, -1.440, 1.819], [-0.155, -1.025, 2.682], [-1.955, -2.794, -0.144]],
  "forces_ev_per_a": [[-2.73, -3.04, 2.78], [-0.46, 1.24, 1.05], [-3.34, 1.50, -2.47], [4.44, 2.18, 0.59], [-1.08, -0.76, 0.02], [0.71, -0.09, 0.15], [0.90, -2.55, 1.06], [1.17, -0.64, 0.55], [1.41, -4.22, 0.03], [2.56, -1.65, -2.53], [0.16, -3.89, 2.64], [0.09, 0.05, -0.49], [2.02, -0.69, 1.37], [-0.75, 2.78, 0.46], [-0.45, -0.67, -0.24], [1.23, 0.49, 0.24], [-0.45, -0.23, -0.32], [-0.72, 0.71, -0.45], [-1.07, 1.58, -0.89], [-0.73, 0.60, -0.40], [1.89, 1.50, -2.15], [0.25, -0.21, -0.05], [0.11, -0.80, -0.67], [-1.33, 1.65, -1.55], [-0.44, -0.18, 0.82], [0.57, 0.45, -1.23], [-1.24, 1.28, 1.16], [-2.66, 3.34, -0.51], [-0.48, 0.27, 0.36], [0.41, 0.01, 0.66]],
  "nbo_charge": [-0.179, -0.654, 0.109, 0.427, -0.310, -0.174, -0.446, -0.221, 0.021, -0.604, -0.376, -0.114, -0.427, 0.175, 0.248, 0.246, 0.234, 0.154, 0.229, 0.254, 0.231, 0.270, 0.257, 0.241, 0.239, 0.351, 0.193, 0.192, 0.191, 0.245],
  "total_charge": 1,
  "e_tot_ev": -14650.09746,
  "e_homo_ha": -0.47245,
  "gap_ev": 8.17,
  "relative_energy_kcal_mol": 162.8
}



No. 2
{
  "formula": "C4H6O2",
  "method": "wB97M-V/def2-TZVPD",
  "species": ["O", "O", "C", "C", "C", "C", "H", "H", "H", "H", "H", "H"],
  "coordinates": [[0.791, -1.175, 0.426], [0.109, 2.070, 0.104], [0.306, 0.884, 0.102], [1.427, -0.090, -0.253], [-0.305, -0.346, 0.813], [-1.335, -0.333, -0.281], [-0.759, 0.340, -1.071], [-2.224, 0.218, 0.032], [1.737, -0.339, -1.266], [-1.490, -1.249, -0.837], [2.246, 0.313, 0.346], [-0.502, -0.294, 1.886]],
  "forces_ev_per_a": [[0.09, 0.21, 0.04], [0.25, -0.39, -0.25], [1.24, 0.45, 2.35], [0.65, 0.28, -0.37], [0.03, 1.20, -0.13], [0.03, 0.67, -1.50], [-2.02, -1.43, 0.30], [0.03, -0.16, -0.33], [0.01, 0.19, -0.05], [-0.37, -0.42, 0.44], [0.46, -0.23, -0.14], [-0.42, -0.37, -0.35]],
  "nbo_charge": [-0.516, -0.550, 0.530, -0.175, -0.029, -0.584, 0.219, 0.240, 0.205, 0.237, 0.208, 0.213],
  "e_tot_ev": -8337.33681,
  "e_homo_ha": -0.34075,
  "gap_ev": 10.21,
  "relative_energy_kcal_mol": 72.0
}



No. 3
{
  "formula": "C7H13N2O",
  "method": "wB97M-V/def2-TZVPD",
  "species": ["O", "N", "N", "C", "C", "C", "C", "C", "C", "C", "H", "H", "H", "H", "H", "H", "H", "H", "H", "H", "H", "H", "H"],
  "coordinates": [[-2.876, -0.221, -0.672], [-1.018, -0.642, 1.749], [-0.786, -0.437, 0.417], [-1.207, 1.407, -1.279], [1.343, -1.374, 0.577], [0.675, 0.999, 0.234], [-1.735, 0.150, -0.493], [1.875, 0.023, 0.288], [0.301, 1.616, -1.054], [0.040, -1.526, -0.166], [-1.591, 1.175, -2.293], [-1.865, 2.166, -0.938], [0.215, -1.208, -1.255], [2.429, 0.248, -0.639], [-0.884, -1.587, 2.158], [1.217, -1.465, 1.674], [2.582, 0.336, 1.092], [0.438, 2.707, -1.119], [2.106, -2.271, 0.279], [0.999, 1.138, -1.751], [-0.530, -2.459, -0.126], [-1.891, -0.133, 2.131], [0.162, 1.358, 1.185]],
  "forces_ev_per_a": [[2.00, 0.05, 1.10], [-2.62, 1.08, 2.58], [2.56, 0.77, -1.07], [-0.25, -3.16, -0.18], [2.43, -2.98, -0.23], [-2.20, -1.88, 2.57], [-2.72, 0.96, -1.66], [0.16, 2.24, 0.53], [-0.15, 0.37, -0.45], [-0.07, 1.18, -1.49], [0.82, 0.44, 0.21], [-0.17, 1.15, 0.51], [-0.37, -0.78, 1.33], [-0.21, -0.98, 0.13], [-0.41, 0.79, -1.04], [0.02, -0.11, -0.71], [-0.61, -0.22, -0.37], [0.47, -0.30, 0.36], [-1.71, 2.35, 0.59], [-0.75, 0.30, -0.65], [0.37, 0.00, 0.11], [1.89, -1.36, -1.05], [1.51, 0.09, -1.13]],
  "nbo_charge": [-0.453, -0.676, -0.216, -0.495, -0.422, 0.185, 0.697, -0.494, -0.533, -0.227, 0.280, 0.267, 0.227, 0.236, 0.412, 0.238, 0.272, 0.291, 0.269, 0.234, 0.252, 0.419, 0.236],
  "total_charge": 1,
  "e_tot_ev": -12487.78201,
  "e_homo_ha": [-0.49917, -0.49916],
  "gap_ev": [9.34, 9.34],
  "relative_energy_kcal_mol": 98.1
}



No. 4
{
  "formula": "C5H8N2O",
  "method": "wB97M-V/def2-TZVPD",
  "species": ["O", "N", "N", "C", "C", "C", "C", "C", "H", "H", "H", "H", "H", "H", "H", "H"],
  "coordinates": [[-0.800, -1.176, -0.087], [1.219, -0.538, 0.857], [0.167, 0.824, -0.791], [-1.126, 1.292, -1.394], [-1.260, 2.469, -1.951], [1.464, -1.995, 1.167], [0.109, -0.281, -0.012], [0.381, -1.140, 2.116], [2.505, -1.868, 1.160], [0.738, -0.867, 3.231], [-0.492, 3.325, -2.292], [0.658, 1.536, -0.476], [-1.674, 0.267, -1.433], [-2.274, 2.155, -2.483], [0.975, -2.688, 0.518], [-0.591, -1.315, 1.872]],
  "forces_ev_per_a": [[1.71, 3.02, -1.09], [-2.95, 0.54, 1.68], [-4.77, -2.49, -1.44], [3.59, -4.08, 1.23], [-1.97, -0.01, -2.90], [-3.53, 3.45, 0.69], [-1.55, -4.07, -0.43], [8.22, -0.35, 1.08], [1.45, -1.35, 1.37], [-0.83, -0.35, -3.08], [-2.13, -2.24, 1.29], [3.53, 3.78, 1.87], [-0.19, 2.59, -0.05], [1.75, 2.55, 0.40], [-0.08, -0.36, -0.31], [-2.25, -0.62, -0.31]],
  "nbo_charge": [-0.691, -0.480, -0.603, -0.042, -0.503, -0.259, 0.772, -0.236, 0.230, 0.221, 0.254, 0.384, 0.262, 0.244, 0.218, 0.229],
  "e_tot_ev": -10337.41031,
  "smiles": "C=CNC(=O)N1CC1",
  "e_homo_ha": -0.35261,
  "gap_ev": 10.61,
  "relative_energy_kcal_mol": 122.6
}



No. 5
{
  "formula": "C21H38BClN2O2S",
  "method": "wB97M-V/def2-TZVPD",
  "species": ["Cl", "S", "O", "O", "N", "N", "C", "C", "C", "C", "C", "C", "C", "C", "C", "C", "C", "C", "C", "C", "C", "C", "C", "C", "C", "C", "C", "B", "H", "H", "H", "H", "H", "H", "H", "H", "H", "H", "H", "H", "H", "H", "H", "H", "H", "H", "H", "H", "H", "H", "H", "H", "H", "H", "H", "H", "H", "H", "H", "H", "H", "H", "H", "H", "H", "H"],
  "coordinates": [[-3.129, 5.112, 3.324], [-5.327, -1.735, 3.838], [-3.156, 4.245, 6.938], [-5.219, 4.778, 5.959], [-4.218, -0.921, 3.004], [-5.687, -0.693, 4.990], [-4.933, 0.394, 4.768], [-3.245, 2.477, 3.997], [-0.640, 2.477, 5.246], [4.856, -3.384, -3.782], [7.540, -2.206, -4.871], [-4.108, 0.267, 3.617], [-1.783, 0.584, -0.664], [4.180, -3.852, -5.070], [-1.036, 0.546, -1.995], [-0.365, -1.934, -1.809], [-2.282, 3.559, 3.581], [-4.906, 1.581, 5.537], [-3.258, 0.204, -0.769], [5.257, -1.908, -3.765], [-3.278, 1.351, 3.245], [1.094, -1.674, -1.449], [-1.078, 3.756, 4.525], [2.869, -3.129, -5.361], [-0.987, -0.830, -2.662], [-4.086, 2.611, 5.171], [6.195, -1.484, -4.893], [-4.139, 3.925, 6.051], [6.369, -0.408, -4.811], [-1.294, -0.071, 0.063], [8.054, -2.039, -3.922], [4.179, -3.568, -2.941], [-0.431, -2.875, -2.362], [1.208, -0.773, -0.845], [-6.016, 4.312, 5.694], [-1.714, 1.599, -0.258], [7.423, -3.282, -5.007], [2.167, -3.261, -4.535], [-0.948, -2.079, -0.895], [-1.241, 2.319, 6.138], [-3.729, 0.282, 0.211], [0.398, 2.600, 5.560], [3.984, -4.924, -4.986], [-0.250, 4.141, 3.932], [2.401, -3.521, -6.265], [-2.637, 1.299, 2.373], [4.860, -3.735, -5.918], [3.023, -2.059, -5.509], [1.700, -1.557, -2.350], [5.737, -1.691, -2.805], [8.188, -1.843, -5.669], [4.359, -1.285, -3.797], [-5.535, 1.645, 6.417], [-3.378, -0.825, -1.112], [1.504, -2.507, -0.875], [5.737, -4.005, -3.598], [-1.508, 1.251, -2.687], [-3.786, 0.859, -1.465], [-0.422, -0.742, -3.595], [-1.367, 4.487, 5.276], [-0.666, 1.601, 4.599], [-1.998, -1.132, -2.951], [-3.320, 5.130, 7.285], [-1.881, 3.268, 2.612], [-0.018, 0.915, -1.842], [5.713, -1.640, -5.862]],
  "forces_ev_per_a": [[-0.06, 0.17, -0.04], [0.20, -0.12, -0.16], [0.16, 0.13, -0.34], [-0.02, -0.36, 0.58], [-0.28, 0.13, 0.10], [-0.02, 0.11, 0.12], [-0.15, -0.27, -0.12], [-0.38, 0.26, 0.39], [0.34, 0.32, -0.15], [0.04, -0.02, 0.01], [-0.04, 0.03, -0.07], [0.10, -0.07, 0.02], [-0.11, 0.09, -0.02], [-0.07, 0.01, 0.05], [0.04, 0.01, 0.00], [0.07, 0.01, -0.05], [0.55, -0.52, 0.06], [0.09, 0.29, 0.04], [0.18, -0.04, 0.12], [-0.04, 0.01, 0.00], [0.40, -0.02, -0.33], [-0.06, -0.07, 0.03], [-0.39, -0.22, 0.14], [0.05, -0.06, -0.04], [-0.04, -0.01, -0.01], [0.10, -0.11, 0.21], [0.06, 0.01, 0.05], [-0.28, 0.26, -0.26], [-0.01, 0.00, -0.02], [0.03, 0.01, -0.01], [0.00, -0.03, 0.01], [-0.01, -0.01, -0.01], [-0.01, -0.01, 0.02], [0.01, 0.01, -0.01], [0.01, 0.19, -0.41], [0.05, -0.01, 0.01], [0.01, -0.01, 0.01], [-0.01, 0.04, 0.00], [-0.02, 0.00, -0.01], [-0.11, -0.22, -0.06], [-0.12, -0.03, -0.05], [-0.02, -0.03, 0.12], [0.01, -0.01, -0.02], [-0.05, 0.22, 0.01], [-0.03, 0.01, 0.01], [-0.10, -0.25, -0.08], [0.02, 0.00, 0.01], [-0.02, 0.01, 0.01], [0.02, 0.03, 0.01], [0.01, 0.01, 0.00], [0.02, -0.01, 0.01], [-0.01, -0.01, 0.01], [-0.04, -0.02, 0.01], [-0.05, 0.00, 0.00], [0.04, 0.01, -0.01], [0.01, 0.01, 0.00], [-0.01, 0.00, 0.01], [0.00, 0.00, 0.00], [0.01, -0.01, 0.00], [0.22, 0.15, -0.02], [-0.12, -0.06, 0.03], [0.00, 0.02, 0.00], [0.02, -0.06, 0.20], [-0.14, 0.10, -0.10], [0.00, -0.01, -0.01], [-0.02, 0.00, 0.00]],
  "nbo_charge": [-0.052, 0.968, -0.883, -0.896, -0.627, -0.610, 0.062, 0.002, -0.616, -0.397, -0.610, 0.150, -0.400, -0.398, -0.397, -0.399, -0.197, -0.174, -0.611, -0.397, -0.220, -0.611, -0.417, -0.610, -0.397, -0.356, -0.398, 1.123, 0.201, 0.194, 0.201, 0.201, 0.201, 0.200, 0.499, 0.195, 0.200, 0.200, 0.195, 0.221, 0.213, 0.216, 0.202, 0.212, 0.210, 0.223, 0.193, 0.201, 0.201, 0.200, 0.209, 0.199, 0.222, 0.202, 0.210, 0.200, 0.201, 0.201, 0.201, 0.228, 0.206, 0.201, 0.499, 0.218, 0.199, 0.193],
  "e_tot_ev": -53506.41065,
  "e_homo_ha": -0.34132,
  "gap_ev": 8.67,
  "relative_energy_kcal_mol": 0.0
}



No. 6
{
  "formula": "C3H6N2O",
  "method": "wB97M-V/def2-TZVPD",
  "species": ["O", "N", "N", "C", "C", "C", "H", "H", "H", "H", "H", "H"],
  "coordinates": [[2.090, 0.372, 0.372], [0.343, 0.726, -1.092], [0.504, -1.271, -0.024], [-0.595, 0.759, 0.066], [-0.886, -0.754, 0.142], [1.201, -0.095, -0.318], [0.793, 1.634, -1.170], [-1.500, 1.366, -0.125], [-1.348, -1.058, 1.087], [0.893, -1.647, 0.832], [0.283, 1.015, 0.886], [-1.506, -1.139, -0.681]],
  "forces_ev_per_a": [[1.07, -0.94, -1.26], [0.30, 0.04, -0.27], [0.28, -0.03, 0.13], [0.40, 0.10, 0.54], [0.08, 0.04, 0.12], [0.49, 0.25, 0.72], [0.06, -0.12, -0.06], [0.77, 0.03, 0.52], [0.29, -0.01, -0.09], [-0.05, -0.15, -0.05], [-3.80, 0.34, -0.46], [0.11, 0.46, 0.18]],
  "nbo_charge": [-0.606, -0.650, -0.634, -0.270, -0.235, 0.785, 0.375, 0.223, 0.206, 0.385, 0.215, 0.206],
  "e_tot_ev": -8234.48973,
  "e_homo_ha": -0.35322,
  "gap_ev": 10.63,
  "relative_energy_kcal_mol": 50.9
}



No. 7
{
  "formula": "C15H14BNO6",
  "method": "wB97M-V/def2-TZVPD",
  "species": ["O", "O", "O", "O", "O", "O", "N", "C", "C", "C", "C", "C", "C", "C", "C", "C", "C", "C", "C", "C", "C", "C", "B", "H", "H", "H", "H", "H", "H", "H", "H", "H", "H", "H", "H", "H", "H"],
  "coordinates": [[-1.588, 1.788, -0.385], [-4.402, -0.919, -1.473], [0.439, -4.617, 2.159], [-0.430, -5.645, 0.169], [2.440, 1.404, -0.432], [-4.749, -3.112, -1.210], [0.098, 0.311, 0.014], [-0.849, -3.149, 0.593], [-2.678, -2.033, -0.491], [3.873, 1.402, -0.659], [-0.438, 1.592, -0.114], [1.874, 2.616, -0.075], [2.622, 3.786, 0.059], [-2.118, -3.177, 0.023], [-1.965, -0.860, -0.471], [0.639, 5.066, 0.448], [-4.024, -1.995, -1.070], [2.000, 4.988, 0.282], [-0.109, -1.985, 0.565], [-0.667, -0.854, 0.009], [-0.127, 3.931, 0.399], [0.474, 2.715, 0.078], [-0.281, -4.533, 0.976], [0.834, -1.958, 1.067], [-2.449, 0.068, -0.785], [0.192, 6.055, 0.508], [-5.605, -2.849, -1.654], [0.012, -6.465, 0.436], [4.417, 1.654, 0.272], [-1.203, 3.950, 0.406], [3.685, 3.773, -0.166], [0.714, -5.432, 2.627], [2.587, 5.891, 0.317], [-2.683, -4.100, -0.012], [1.098, 0.225, 0.034], [4.200, 2.081, -1.475], [4.171, 0.389, -0.968]],
  "forces_ev_per_a": [[-1.53, 0.61, 0.00], [-1.09, -0.26, -0.24], [0.11, 0.00, 0.58], [-0.25, 0.26, -0.11], [1.00, 0.75, -0.11], [-0.80, -0.09, -0.19], [-0.62, 1.18, -0.04], [-0.35, -1.01, -0.95], [0.12, -1.14, 0.57], [0.12, -0.12, 0.07], [1.10, -1.87, -0.20], [-0.22, 0.43, -0.06], [0.70, -0.75, -0.61], [-0.11, -0.47, 0.05], [-0.38, 0.91, -0.30], [-0.38, 1.01, 0.07], [-0.17, 1.69, -0.83], [0.19, 0.27, 0.21], [-0.54, -0.47, 0.31], [-0.02, 0.65, 0.08], [0.36, -0.40, -0.90], [1.21, 0.02, 0.45], [1.27, -1.45, 1.20], [0.62, 0.12, 0.01], [0.41, -0.74, -0.06], [-0.10, -0.23, 0.30], [1.28, -0.20, 0.63], [-0.20, 0.54, 0.10], [-0.32, -0.05, -0.43], [-0.15, 0.03, 0.23], [-0.18, 0.02, 0.28], [-0.38, 0.59, -0.99], [0.16, 0.12, -0.05], [0.06, -0.05, -0.01], [0.08, 0.01, 0.21], [-0.51, -0.19, 0.48], [-0.47, 0.30, 0.24]],
  "nbo_charge": [-0.595, -0.596, -0.917, -0.893, -0.540, -0.676, -0.616, -0.396, -0.187, -0.262, 0.666, 0.399, -0.312, -0.145, -0.138, -0.239, 0.771, -0.178, -0.176, 0.128, -0.132, -0.221, 1.129, 0.215, 0.286, 0.217, 0.505, 0.492, 0.188, 0.246, 0.217, 0.499, 0.215, 0.224, 0.425, 0.189, 0.207],
  "e_tot_ev": -30236.79579,
  "smiles": "COc1ccccc1C(=O)Nc1cc(B(O)O)cc(C(=O)O)c1",
  "e_homo_ha": -0.30567,
  "gap_ev": 8.56,
  "relative_energy_kcal_mol": 0.0
}